No. 1
{
  "formula": "Cl2HISi",
  "method": "the ωB97M-V functional and the def2-TZVPD basis",
  "symbols": ["Si", "Cl", "Cl", "I", "H"],
  "positions_angstrom": [[-1.2063, -0.0836, -1.7201], [0.7260, 0.6257, -2.1241], [1.2071, 0.7763, 1.1082], [-1.4629, -1.1658, 0.5040], [0.7361, -0.1526, 2.2320]],
  "atomic_forces_ev_per_a": [[-0.1, 0.2, -0.5], [-0.3, -0.3, 0.3], [-0.8, -2.2, 3.4], [-0.1, -0.3, -0.1], [1.3, 2.6, -3.1]],
  "nbo_charge": [0.79, -0.46, -0.33, -0.32, 0.32],
  "fmax_ev_per_a": 4.26,
  "de_lowest_kj_mol": 236.8,
  "lumo_energy_ev": -1.2,
  "total_energy_ev": -41039.8228,
  "charge": 0
}



No. 2
{
  "formula": "C2H5N3",
  "method": "the ωB97M-V functional and the def2-TZVPD basis",
  "symbols": ["N", "C", "C", "N", "N", "H", "H", "H", "H", "H"],
  "positions_angstrom": [[-2.6260, -0.4204, 0.2584], [-1.5886, -0.1147, -0.0974], [0.1083, 0.1654, -0.3770], [0.5844, 1.3182, 0.1814], [0.6867, -1.0702, 0.2444], [0.1829, 0.1612, -1.4874], [1.3581, 1.8416, -0.3586], [0.4552, 1.4702, 1.1438], [0.2094, -1.5502, 0.9650], [0.6298, -1.8011, -0.4725]],
  "atomic_forces_ev_per_a": [[-1.5, -0.4, 0.4], [4.1, 1.5, -0.9], [-2.9, -2.8, 1.0], [1.5, 2.3, -2.6], [0.9, -0.1, -2.8], [0.2, -0.2, 1.0], [-2.0, -1.3, 1.7], [0.3, 0.2, 1.0], [-1.1, 0.5, 1.3], [0.4, 0.3, 0.0]],
  "nbo_charge": [-0.39, 0.19, 0.14, -0.85, -0.84, 0.22, 0.41, 0.39, 0.38, 0.36],
  "fmax_ev_per_a": 4.48,
  "smiles": "N#CC(N)N",
  "de_lowest_kj_mol": 119.1,
  "lumo_energy_ev": 0.7,
  "total_energy_ev": -6623.7025,
  "charge": 0
}



No. 3
{
  "formula": "C3H5NS2",
  "method": "the ωB97M-V functional and the def2-TZVPD basis",
  "symbols": ["C", "C", "C", "N", "S", "S", "H", "H", "H", "H", "H"],
  "positions_angstrom": [[-1.2215, 0.9976, 0.4724], [-0.8563, 0.5465, 1.6191], [-1.0707, 0.2218, -0.8480], [2.7088, -1.1899, 0.4228], [0.6406, 0.2619, -1.4091], [1.3154, -1.3576, -0.1959], [-1.6676, 1.9733, 0.3496], [-0.3450, -0.2960, 2.0278], [-1.3373, -0.8204, -0.6818], [-1.6940, 0.6464, -1.6317], [3.5276, -0.9837, -0.1254]],
  "atomic_forces_ev_per_a": [[-0.4, 0.0, -1.3], [0.2, 0.0, 0.7], [0.1, 0.0, 1.0], [0.2, -0.5, 0.3], [0.6, -0.2, -0.4], [-0.7, 0.3, -0.2], [-0.1, 0.3, 0.2], [0.1, -0.3, 0.3], [-0.2, 0.0, -0.2], [0.0, -0.1, 0.0], [0.2, 0.5, -0.3]],
  "nbo_charge": [-0.35, -0.05, -0.57, -0.93, 0.02, 0.63, 0.22, 0.18, 0.23, 0.24, 0.37],
  "fmax_ev_per_a": 1.40,
  "de_lowest_kj_mol": 470.7,
  "lumo_energy_ev": [-1.0, -0.2],
  "total_energy_ev": -26347.8544,
  "charge": 0
}



No. 4
{
  "formula": "C6H10N3",
  "method": "the ωB97M-V functional and the def2-TZVPD basis",
  "symbols": ["C", "C", "C", "N", "C", "N", "N", "C", "C", "H", "H", "H", "H", "H", "H", "H", "H", "H", "H"],
  "positions_angstrom": [[1.8272, 1.2484, -0.7902], [0.5720, 1.0901, -1.1736], [-0.1857, -0.1428, -0.8998], [0.5682, -1.5965, -1.4510], [0.7008, -2.2546, -0.2691], [0.4756, -1.6781, 0.8222], [-0.1681, -0.3644, 0.5275], [-1.5183, -0.3343, 1.1563], [-1.8329, 0.4081, 2.1756], [2.3922, 2.1911, -0.8261], [2.3988, 0.5361, -0.1579], [0.2468, 1.9871, -1.6159], [-1.0628, -0.0838, -1.4021], [0.0428, -1.9833, -2.2111], [1.0662, -3.2956, -0.0226], [0.5876, 0.1987, 0.9313], [-2.1367, -1.1188, 1.0238], [-2.7680, 0.2134, 2.6397], [-1.1956, 1.2519, 2.4126]],
  "atomic_forces_ev_per_a": [[1.5, -0.1, 1.9], [2.3, 0.3, 0.0], [4.2, -1.8, -1.6], [-1.4, 3.2, 1.7], [0.6, -1.9, -0.4], [-1.0, 0.5, 1.8], [-0.6, -1.3, 0.7], [2.4, 1.1, 1.1], [1.0, 1.6, -0.4], [-0.6, -0.3, -0.6], [-0.4, -0.1, -0.7], [-1.6, 0.4, -1.0], [-3.2, -0.4, -0.7], [0.0, -0.5, -0.4], [-0.1, 1.0, -1.4], [-1.0, 0.9, 0.3], [-1.3, -2.9, -1.7], [-0.5, 0.3, 0.5], [-0.2, 0.0, 0.7]],
  "nbo_charge": [-0.30, -0.29, 0.09, -0.57, 0.25, -0.30, -0.30, -0.07, -0.29, 0.24, 0.19, 0.26, 0.24, 0.42, 0.28, 0.48, 0.23, 0.25, 0.22],
  "fmax_ev_per_a": 4.84,
  "smiles": "C=C[C@H]1NC=N[N@@H+]1C=C",
  "de_lowest_kj_mol": 472.2,
  "lumo_energy_ev": -3.5,
  "total_energy_ev": -10843.3691,
  "charge": 1
}